1.
44
Properties=species:S:1:pos:R:3:forces:R:3:mulliken_charge:R:1 method="wB97M-V/def2-TZVPD" lumo_ev=-1.9 total_charge=0 smiles="CB(O)c1c(I)c(S)c2c(c1C(F)(F)C(F)F)C(=O)N([PH2]=S)C2=O.CNC(C)=O"
C 1.371436 2.328410 5.730556 -0.70 0.66 -0.62 -0.8367
B 1.279181 0.851168 5.073743 0.61 -0.73 2.16 0.6325
O 1.501172 -0.275303 5.982598 0.80 1.57 -1.93 -0.5623
C 1.010462 0.500347 3.511531 -0.36 -0.97 -3.70 0.5362
C 2.203122 -0.215013 2.755295 -2.84 0.69 -1.90 -0.8317
I 4.071094 -0.686428 3.794285 -1.46 0.50 -0.77 0.0032
C 2.154184 -0.604507 1.236178 -3.54 0.62 0.91 0.0375
S 3.553164 -1.417486 0.364026 -0.62 0.23 0.49 -0.2156
C 0.846094 -0.281114 0.481344 0.23 0.48 3.78 -0.0670
C -0.336858 0.389494 1.253220 1.75 -0.81 0.66 0.4412
C -0.329225 0.816500 2.731528 3.18 -2.21 -2.23 0.2640
C -1.530797 1.529706 3.432943 0.52 0.55 2.24 1.0493
F -1.923205 0.803833 4.622460 1.03 1.43 -2.54 -0.3005
F -1.042017 2.800013 3.938393 -0.97 -2.44 -1.21 -0.3088
C -2.853327 1.843998 2.628844 -2.54 -0.07 0.96 0.0422
F -3.623255 2.820402 3.367787 1.88 -2.04 -1.43 -0.2989
F -3.670241 0.658079 2.641189 2.08 2.61 -0.28 -0.2410
C -1.409618 0.462964 0.112018 -2.47 0.28 -0.70 -0.2231
O -2.642409 0.354808 -0.006771 4.11 0.63 1.49 -0.5101
N -0.641949 0.608181 -1.145100 0.45 -0.95 -0.46 0.0867
P -0.069959 2.202500 -1.613751 0.66 0.49 -0.22 0.1653
S 1.783470 2.587968 -1.195554 -0.35 -0.27 -0.07 -0.3272
C 0.385894 -0.474934 -1.030692 1.75 -0.96 -0.73 0.1384
O 0.739347 -1.301499 -1.905671 -1.50 3.70 3.72 -0.4911
H 0.282665 2.624099 6.005542 1.62 -0.50 -0.42 0.2556
H 1.704616 3.129175 4.964917 -0.41 -1.19 1.37 0.2648
H 1.960923 2.376393 6.706440 -0.64 -0.15 -1.46 0.3047
H 2.445080 -0.267908 6.285317 -1.38 0.13 -0.01 0.2745
H 3.108177 -2.640893 -0.143220 -0.44 1.28 0.68 0.1996
H -2.731410 2.275312 1.579217 -0.12 -0.93 1.52 0.2445
H -0.927047 3.161932 -0.944609 -0.05 -1.13 -0.46 0.1047
H -0.334351 2.397339 -3.027775 -0.26 -0.53 1.08 0.1386
C -0.518451 -3.324283 -4.403832 0.28 0.29 0.33 -0.8526
N 0.004841 -2.071761 -4.902057 -0.08 0.16 -0.54 -0.0830
C -0.170280 -1.514450 -6.131065 0.36 0.44 0.23 0.8315
C -1.008697 -2.263253 -7.132270 -0.08 0.01 -0.19 -1.2425
O 0.347531 -0.436274 -6.392913 -0.16 -0.17 -0.05 -0.6599
H -1.129502 -3.114498 -3.523159 -0.07 -0.27 -0.01 0.2415
H 0.323518 -3.955606 -4.111198 -0.20 -0.21 0.04 0.2763
H -1.120182 -3.844956 -5.146317 0.09 0.13 0.03 0.3827
H 0.578265 -1.511946 -4.285200 -0.12 -0.13 0.03 0.1614
H -1.056373 -1.695150 -8.061824 0.09 0.01 0.20 0.2864
H -0.560318 -3.236288 -7.344563 -0.18 -0.04 0.05 0.3524
H -2.024767 -2.389071 -6.751830 0.06 -0.18 -0.05 0.3365

=====

2.
14
Properties=species:S:1:pos:R:3:forces:R:3:mulliken_charge:R:1 method="wB97M-V/def2-TZVPD" e_above_lowest_kcal_mol=150.82 lumo_ev=-7.3 total_charge=+1
C 1.078767 -0.633019 1.409799 -1.27 -0.13 -0.54 0.0862
C 0.647746 -0.528920 0.259368 1.26 0.53 -1.92 0.1678
C -1.929501 -0.434983 0.432436 -2.26 3.49 3.76 -0.4618
C -0.769821 -0.860670 -0.183003 2.82 -2.24 -1.24 0.1836
C 1.409815 -0.151841 -1.009653 3.44 -0.68 2.14 -1.2967
N -1.481833 0.249903 -0.807546 -0.56 -1.81 0.18 -0.4991
H 1.221065 -0.682214 2.421036 0.81 -0.09 2.23 0.4415
H -2.706743 -1.083489 0.299873 -2.31 -1.34 -0.31 0.2928
H -2.096113 0.229434 1.422221 1.02 -1.74 -2.32 0.2668
H -0.605988 -1.958216 -0.647894 -0.90 2.74 0.49 0.3051
H 0.711446 -0.079797 -1.730544 -2.04 0.31 -2.64 0.4703
H 2.199783 -0.893037 -1.251598 -0.70 0.18 0.19 0.3663
H 1.944213 0.770425 -0.853629 -0.01 0.48 0.01 0.3885
H -1.201172 1.177588 -0.538955 0.71 0.31 -0.05 0.2889

=====

3.
66
Properties=species:S:1:pos:R:3:forces:R:3:mulliken_charge:R:1 method="wB97M-V/def2-TZVPD" multiplicity=2 e_above_lowest_kcal_mol=27.74 lumo_ev="-6.9 / -7.0" total_charge=+2
Mo -0.287018 -0.084015 -0.684920 -4.19 -1.74 2.53 -0.0922
C -3.193734 2.434938 -2.855363 0.18 -0.11 -0.12 -1.0704
C -2.596525 2.536403 -4.107771 0.10 -0.19 0.29 -0.5732
C -1.441280 1.815014 -4.348623 0.11 -0.17 0.31 -1.2449
C -0.885483 1.046477 -3.326974 -0.33 0.48 -0.32 1.1036
N -1.415426 1.037295 -2.075734 0.44 0.47 -1.47 0.3977
C -2.563372 1.692173 -1.875490 -0.39 0.15 0.45 -0.1987
C 0.283423 0.192927 -3.499806 0.33 -0.19 -0.41 0.1844
C 0.839369 -0.185651 -4.717350 0.05 0.00 0.53 -0.9956
C 1.891283 -1.091274 -4.723348 0.01 -0.03 0.18 -1.1220
C 2.383165 -1.585401 -3.520876 -0.35 0.31 -0.09 -1.0396
C 1.796816 -1.166765 -2.330703 0.19 -0.01 -0.27 0.0919
N 0.749213 -0.304235 -2.328802 1.37 -0.28 -1.70 1.4303
C 2.153657 -1.620849 -0.989961 0.45 -0.23 0.13 1.3710
C 3.337660 -2.288747 -0.691799 -0.27 0.04 0.02 -1.3197
C 3.602835 -2.665726 0.613150 -0.31 0.14 -0.02 -0.7354
C 2.650212 -2.391680 1.588018 -0.05 -0.02 -0.29 -1.0882
C 1.491519 -1.732302 1.224671 -0.17 -0.08 0.50 -0.1800
N 1.246758 -1.317889 -0.022340 1.26 -0.40 -0.80 0.5458
H -4.129933 2.926567 -2.645143 -0.02 0.06 0.11 0.4504
H -3.019964 3.158768 -4.878479 -0.12 0.04 -0.10 0.4907
H -0.961014 1.855601 -5.312851 0.02 -0.02 -0.08 0.4685
H -2.991978 1.604093 -0.882303 0.07 0.07 -0.04 0.5455
H 0.445292 0.203710 -5.641468 -0.05 0.01 -0.08 0.4978
H 2.306163 -1.428967 -5.659094 0.09 0.00 -0.08 0.4689
H 3.185084 -2.306331 -3.527542 0.06 -0.03 0.10 0.5082
H 4.043996 -2.504409 -1.474975 0.10 0.01 -0.11 0.4613
H 4.523523 -3.168445 0.862952 0.09 -0.05 0.02 0.4883
H 2.804024 -2.682054 2.614047 -0.05 -0.04 0.12 0.5426
H 0.719950 -1.514845 1.952016 0.07 0.05 0.00 0.6061
C 0.629044 2.192793 4.780257 -0.32 -0.02 -0.12 -1.5793
C -0.101546 1.279543 3.786322 0.13 -0.11 0.16 -0.1003
C -0.108000 -0.157334 4.322449 -0.19 0.24 -0.10 -1.4591
C 0.529261 1.387565 2.419342 -0.35 0.23 -0.31 1.0554
C 1.864257 1.026718 2.215670 -0.07 0.30 -0.28 -0.0497
C 2.481155 1.196347 0.991075 -0.04 0.07 0.04 -1.5257
C 1.795787 1.737691 -0.101978 -0.07 0.21 0.17 2.0474
C 2.534476 2.090864 -1.360168 0.03 0.03 0.00 -1.6065
C 0.448287 2.118426 0.082233 0.44 0.38 0.52 -1.7432
C -0.160957 1.940426 1.342410 0.48 0.42 0.43 -0.3850
H 0.127281 2.164337 5.744949 0.01 0.02 0.09 0.4627
H 0.638719 3.221652 4.429910 0.03 0.10 -0.01 0.3935
H 1.656011 1.869329 4.924192 0.16 -0.04 0.03 0.3426
H -1.139717 1.617192 3.705950 0.04 0.01 -0.04 0.4914
H 0.902211 -0.521216 4.497290 0.14 -0.05 0.01 0.3162
H -0.617406 -0.846683 3.647557 -0.03 -0.04 -0.06 0.1801
H -0.632299 -0.172799 5.274939 0.00 -0.11 0.11 0.5030
H 2.445198 0.646318 3.040455 0.10 -0.08 0.16 0.4793
H 3.529015 0.947770 0.896411 0.10 -0.04 -0.11 0.4941
H 1.854526 2.351849 -2.172079 0.03 -0.02 0.01 0.3341
H 3.191921 1.282283 -1.686621 -0.04 0.01 -0.02 0.3006
H 3.170440 2.958007 -1.167227 -0.02 -0.02 -0.04 0.4799
H 0.015123 2.827964 -0.621880 -0.12 -0.36 -0.07 0.7964
H -1.159498 2.337539 1.496562 0.01 -0.17 -0.01 0.5317
O -1.575743 -0.302560 0.920840 1.27 1.24 0.07 -0.0764
N -2.499409 -1.230740 1.005203 -1.15 -1.44 -0.41 0.2018
C -3.245388 -1.312441 2.130482 -0.13 0.03 0.38 -0.2774
C -4.214857 -2.270120 2.264900 0.12 0.10 -0.09 -0.7930
C -4.460654 -3.152239 1.208515 0.38 0.15 -0.25 -0.2706
C -3.693709 -3.055690 0.066330 -0.35 -0.07 0.41 -0.8725
C -2.687937 -2.097189 -0.022984 0.45 0.18 -0.34 0.7715
S -1.629822 -2.005967 -1.385707 0.37 0.64 0.40 -0.3327
H -3.012524 -0.586307 2.894481 0.07 0.05 -0.04 0.5154
H -4.775490 -2.331029 3.183828 -0.03 0.08 0.05 0.4488
H -5.225293 -3.905630 1.290000 -0.13 -0.10 0.01 0.4322
H -3.840678 -3.711052 -0.777052 0.00 -0.08 -0.04 0.4999

=====

4.
19
Properties=species:S:1:pos:R:3:forces:R:3:mulliken_charge:R:1 method="wB97M-V/def2-TZVPD" e_above_lowest_kcal_mol=88.95 lumo_ev=0.5 total_charge=0
H 1.570532 0.980784 -1.748719 0.10 -0.07 0.39 0.1879
N 0.797238 1.322254 -1.157958 0.52 0.09 0.71 -0.3410
N 0.975781 1.318286 0.088268 0.40 0.02 -0.56 0.0372
N 2.122026 0.954347 0.629774 0.22 -0.03 -0.22 0.0629
N 3.262415 0.450465 -0.014362 -0.48 0.05 -0.01 -0.6109
H 2.091421 0.844656 1.634760 0.01 0.19 -0.31 0.2630
H 3.096283 -0.483831 -0.382898 -0.06 0.14 -0.08 0.2713
H 3.569221 1.076986 -0.753158 -0.02 -0.04 0.17 0.2717
C -2.879562 -0.438064 0.562833 0.60 0.21 -0.45 -0.8809
N -1.573869 0.033520 0.120913 2.90 -1.81 2.69 -0.1225
C -0.424058 -1.258010 0.330311 -3.39 1.20 -0.59 -0.8664
O -1.634889 0.474001 -1.156267 2.28 0.92 -2.26 -0.5367
H -3.537448 0.431609 0.587397 -0.08 -0.08 -0.09 0.2934
H -2.787172 -0.818015 1.578178 0.05 -0.11 0.00 0.3170
H -3.296130 -1.201634 -0.103065 -0.14 -0.12 -0.02 0.3267
H 0.440307 -1.252489 -0.333242 -0.15 0.60 0.09 0.2801
H -0.192212 -1.274311 1.396764 0.12 0.11 -0.24 0.2226
H -1.028141 -2.129677 0.057475 0.27 -0.18 0.16 0.3940
H -0.571743 0.969123 -1.337007 -3.14 -1.10 0.61 0.4307

=====

Repeat the second record exactly.
14
Properties=species:S:1:pos:R:3:forces:R:3:mulliken_charge:R:1 method="wB97M-V/def2-TZVPD" e_above_lowest_kcal_mol=150.82 lumo_ev=-7.3 total_charge=+1
C 1.078767 -0.633019 1.409799 -1.27 -0.13 -0.54 0.0862
C 0.647746 -0.528920 0.259368 1.26 0.53 -1.92 0.1678
C -1.929501 -0.434983 0.432436 -2.26 3.49 3.76 -0.4618
C -0.769821 -0.860670 -0.183003 2.82 -2.24 -1.24 0.1836
C 1.409815 -0.151841 -1.009653 3.44 -0.68 2.14 -1.2967
N -1.481833 0.249903 -0.807546 -0.56 -1.81 0.18 -0.4991
H 1.221065 -0.682214 2.421036 0.81 -0.09 2.23 0.4415
H -2.706743 -1.083489 0.299873 -2.31 -1.34 -0.31 0.2928
H -2.096113 0.229434 1.422221 1.02 -1.74 -2.32 0.2668
H -0.605988 -1.958216 -0.647894 -0.90 2.74 0.49 0.3051
H 0.711446 -0.079797 -1.730544 -2.04 0.31 -2.64 0.4703
H 2.199783 -0.893037 -1.251598 -0.70 0.18 0.19 0.3663
H 1.944213 0.770425 -0.853629 -0.01 0.48 0.01 0.3885
H -1.201172 1.177588 -0.538955 0.71 0.31 -0.05 0.2889